<P>
{"formula": "C6H11FN", "method": "the ωB97M-V functional and the def2-TZVPD basis", "symbols": ["C", "C", "C", "C", "C", "C", "N", "F", "H", "H", "H", "H", "H", "H", "H", "H", "H", "H", "H"], "coordinates": [[1.167, 1.489, 1.177], [1.121, -1.718, -0.715], [1.456, -1.604, 0.822], [1.188, -0.510, 0.155], [0.607, 1.367, -1.170], [-3.039, -0.407, 0.218], [0.990, 0.785, 0.116], [-1.742, 0.215, 0.404], [1.147, 2.574, 1.381], [1.497, 1.092, 2.182], [1.829, -1.969, -1.498], [0.244, -2.242, -0.907], [-3.508, -0.590, 1.224], [1.857, -2.177, 1.589], [1.501, 1.594, -1.605], [0.010, 2.175, -1.116], [0.196, 0.635, -1.701], [-3.519, 0.486, -0.139], [-2.999, -1.196, -0.417]], "e_homo_ha": -0.5065, "homo_lumo_gap_ha": 0.308, "charge": 1, "e_lumo_ev": -5.41}



<Q>
{"formula": "C6H11FN", "method": "the ωB97M-V functional and the def2-TZVPD basis", "symbols": ["C", "C", "C", "C", "C", "C", "N", "F", "H", "H", "H", "H", "H", "H", "H", "H", "H", "H", "H"], "coordinates": [[-2.332, 0.172, 0.804], [-1.478, -0.792, 0.932], [0.886, 1.120, 1.234], [-0.596, -1.717, 0.778], [0.414, 0.361, -1.216], [1.168, 0.285, 0.012], [0.777, -0.620, -2.193], [2.345, -0.288, -0.003], [-3.156, -0.155, 0.298], [1.562, 1.941, 1.094], [1.128, 0.670, 2.208], [-0.080, 1.532, 0.947], [-0.470, -2.332, 1.764], [0.160, -1.741, -0.038], [-0.671, 0.433, -0.882], [0.738, 1.351, -1.519], [-2.424, 1.271, 1.042], [1.891, -0.724, -2.303], [0.140, -0.767, -2.959]], "e_homo_ha": -0.5125, "homo_lumo_gap_ha": 0.298, "charge": 1, "e_lumo_ev": -5.83}



Least stable = <P>



<P>
{"formula": "C24H32N3O", "method": "the ωB97M-V functional and the def2-TZVPD basis", "symbols": ["C", "C", "C", "C", "C", "C", "C", "C", "N", "C", "C", "N", "C", "C", "C", "C", "C", "C", "C", "C", "C", "C", "N", "C", "C", "O", "C", "C", "H", "H", "H", "H", "H", "H", "H", "H", "H", "H", "H", "H", "H", "H", "H", "H", "H", "H", "H", "H", "H", "H", "H", "H", "H", "H", "H", "H", "H", "H", "H", "H"], "coordinates": [[-6.291, -3.613, 0.026], [-5.952, -2.214, 0.526], [-4.539, -1.795, 0.126], [-4.199, -0.396, 0.634], [-2.837, 0.118, 0.163], [-1.654, -0.684, 0.726], [-1.056, -1.677, -0.273], [-0.252, -1.001, -1.390], [1.000, -0.457, -0.913], [2.146, -1.131, -0.751], [2.358, -2.548, -1.110], [3.092, -0.317, -0.265], [4.441, -0.652, 0.034], [5.464, 0.057, -0.581], [6.779, -0.253, -0.282], [7.068, -1.261, 0.624], [6.041, -1.961, 1.237], [4.722, -1.659, 0.947], [2.541, 0.941, -0.102], [3.061, 2.136, 0.381], [2.211, 3.215, 0.430], [0.864, 3.133, 0.016], [0.089, 4.276, 0.117], [-1.269, 4.407, -0.098], [-1.753, 5.812, 0.137], [-1.977, 3.489, -0.433], [0.346, 1.937, -0.469], [1.202, 0.849, -0.511], [-5.603, -4.346, 0.440], [-6.227, -3.657, -1.060], [-7.301, -3.888, 0.319], [-6.042, -2.186, 1.614], [-6.670, -1.500, 0.117], [-3.832, -2.522, 0.530], [-4.459, -1.813, -0.965], [-4.230, -0.390, 1.726], [-4.964, 0.299, 0.283], [-2.822, 0.098, -0.928], [-2.749, 1.162, 0.466], [-1.991, -1.241, 1.602], [-0.868, -0.006, 1.068], [-0.411, -2.383, 0.253], [-1.859, -2.246, -0.740], [-0.038, -1.722, -2.182], [-0.826, -0.177, -1.816], [1.949, -2.754, -2.098], [3.420, -2.780, -1.112], [1.859, -3.211, -0.403], [5.229, 0.834, -1.293], [7.577, 0.292, -0.760], [8.094, -1.500, 0.854], [6.265, -2.742, 1.947], [3.918, -2.188, 1.436], [4.085, 2.211, 0.710], [2.582, 4.157, 0.802], [0.577, 5.104, 0.432], [-1.236, 6.505, -0.522], [-1.570, 6.107, 1.168], [-2.820, 5.860, -0.061], [-0.683, 1.877, -0.775]], "e_homo_ha": -0.4210, "homo_lumo_gap_ha": 0.324, "charge": 1, "e_lumo_ev": -2.64}



<Q>
{"formula": "C24H32N3O", "method": "the ωB97M-V functional and the def2-TZVPD basis", "symbols": ["C", "N", "C", "C", "C", "C", "C", "C", "C", "C", "C", "C", "C", "C", "N", "C", "C", "C", "C", "C", "C", "H", "H", "H", "H", "H", "H", "H", "H", "H", "H", "H", "H", "H", "H", "H", "H", "H", "H", "H", "H", "H", "O", "C", "C", "C", "C", "C", "N", "H", "H", "H", "H", "H", "H", "H", "H", "H", "H", "H"], "coordinates": [[-5.746, -3.918, -0.356], [-5.170, -2.594, -0.363], [-6.014, -1.417, -0.435], [-5.010, -0.240, -0.457], [-3.666, -0.882, -0.386], [-3.848, -2.287, -0.296], [-2.752, -3.161, -0.156], [-1.488, -2.611, -0.055], [-1.251, -1.217, -0.314], [0.026, -0.622, -0.470], [1.309, -1.223, -0.552], [2.453, -0.368, -0.423], [3.722, -0.889, -0.397], [3.907, -2.295, -0.474], [5.229, -2.601, -0.401], [5.803, -3.924, -0.407], [6.070, -1.423, -0.319], [5.065, -0.246, -0.307], [2.813, -3.168, -0.633], [1.551, -2.621, -0.773], [-2.398, -0.360, -0.410], [-4.948, -4.668, -0.324], [-6.403, -4.053, 0.518], [-6.356, -4.078, -1.260], [-6.654, -1.444, -1.330], [-6.687, -1.368, 0.436], [-5.137, 0.349, -1.370], [-5.204, 0.437, 0.382], [-2.916, -4.239, -0.115], [-0.658, -3.252, 0.237], [0.018, 0.467, -0.545], [2.292, 0.707, -0.336], [5.006, -4.673, -0.345], [6.391, -4.101, -1.322], [6.479, -4.045, 0.454], [6.692, -1.454, 0.588], [6.758, -1.365, -1.177], [5.266, 0.434, -1.142], [5.180, 0.341, 0.609], [2.976, -4.247, -0.651], [0.729, -3.265, -1.081], [-2.237, 0.712, -0.514], [-2.207, 3.416, -0.407], [-1.727, 4.660, 0.068], [-0.718, 4.328, 1.155], [0.041, 5.546, 1.723], [1.493, 5.069, 1.914], [1.635, 3.821, 0.994], [0.299, 3.478, 0.649], [-2.976, 3.598, -0.970], [-1.199, 5.182, -0.743], [-2.531, 5.283, 0.486], [-1.239, 3.800, 1.978], [0.010, 6.344, 0.969], [-0.426, 5.913, 2.641], [2.212, 5.854, 1.654], [1.648, 4.768, 2.958], [2.237, 4.084, 0.101], [2.171, 2.998, 1.505], [0.085, 2.732, -0.001]], "e_homo_ha": -0.3652, "homo_lumo_gap_ha": 0.215, "charge": 1, "e_lumo_ev": -4.10}



Least stable = <Q>



<P>
{"formula": "C2H3O2P", "method": "the ωB97M-V functional and the def2-TZVPD basis", "symbols": ["C", "C", "O", "O", "P", "H", "H", "H"], "coordinates": [[1.521, -0.034, -0.132], [0.733, -0.038, 0.781], [-1.876, 1.000, 0.460], [-1.429, -1.367, -0.259], [-1.120, 0.015, -0.326], [2.164, -0.212, -0.911], [-0.389, 0.618, -1.334], [0.396, 0.018, 1.721]], "e_homo_ha": -0.4013, "homo_lumo_gap_ha": 0.370, "e_lumo_ev": -0.84}



<Q>
{"formula": "C2H3O2P", "method": "the ωB97M-V functional and the def2-TZVPD basis", "symbols": ["C", "C", "O", "O", "P", "H", "H", "H"], "coordinates": [[-0.080, -0.781, 1.166], [-0.824, -0.405, 0.157], [0.501, -1.292, 2.054], [1.549, -0.265, -0.592], [0.360, 0.584, -0.736], [-1.905, -0.510, 0.132], [0.351, 1.728, -0.086], [0.048, 0.941, -2.096]], "e_homo_ha": -0.3600, "homo_lumo_gap_ha": 0.368, "e_lumo_ev": 0.23}



Least stable = <P>



<P>
{"formula": "C5H4S", "method": "the ωB97M-V functional and the def2-TZVPD basis", "symbols": ["C", "C", "C", "C", "C", "S", "H", "H", "H", "H"], "coordinates": [[3.422, -0.522, -0.083], [2.279, -0.210, -0.147], [0.928, 0.138, 0.032], [-0.234, 0.400, -0.084], [-1.677, 0.747, -0.061], [-2.852, -0.658, -0.146], [4.304, -1.060, -0.212], [-1.884, 1.239, 0.896], [-2.027, 1.407, -0.901], [-2.258, -1.479, 0.705]], "e_homo_ha": -0.3450, "homo_lumo_gap_ha": 0.374, "e_lumo_ev": 0.79}



<Q>
{"formula": "C5H4S", "method": "the ωB97M-V functional and the def2-TZVPD basis", "symbols": ["C", "C", "C", "C", "C", "S", "H", "H", "H", "H"], "coordinates": [[-0.299, -1.644, 0.287], [0.702, -2.234, -0.208], [-1.295, -0.620, 0.391], [-0.529, 0.226, -0.339], [0.777, -0.650, -0.569], [2.338, 0.200, 0.191], [-2.287, -0.621, 0.758], [-0.705, 1.201, -0.694], [0.745, -0.780, -1.610], [2.447, -0.347, 1.372]], "e_homo_ha": -0.3346, "homo_lumo_gap_ha": 0.346, "e_lumo_ev": 0.31}



<R>
{"formula": "C5H4S", "method": "the ωB97M-V functional and the def2-TZVPD basis", "symbols": ["C", "C", "C", "C", "C", "S", "H", "H", "H", "H"], "coordinates": [[-1.251, -0.901, -0.690], [-0.794, -2.053, 0.134], [0.067, 0.674, 0.769], [-0.593, 0.390, -0.584], [0.856, 0.025, -0.302], [0.846, -1.783, -0.081], [0.370, 1.666, 0.982], [-0.242, 0.179, 1.762], [-0.974, 1.138, -1.241], [1.715, 0.664, -0.749]], "e_homo_ha": [-0.3094, -0.3093], "homo_lumo_gap_ha": [0.268, 0.268], "e_lumo_ev": [-1.12, -1.12]}



Least stable = <R>